ORCA calculation (ωB97M-V/def2-TZVPD) on one molecule with the formula C10H10ClFIN at a distorted geometry.

Computed properties:
Energy ... -35358.4803 eV
LUMO energy (spin up / spin down) ... 0.49 / -0.91 eV
Spin multiplicity ... 3

Positions of all 24 atoms, in Å:
C 2.665 -0.046 -1.174
C -0.560 -1.440 -1.831
C 1.448 -0.624 -1.259
C 0.525 -0.522 -0.169
C 0.641 -1.280 -2.277
C 0.990 0.316 1.045
C 2.436 0.458 1.271
C 3.151 0.812 -0.024
C -2.336 0.798 -0.046
C -2.036 -0.674 0.082
N -0.688 -0.937 -0.458
F 0.212 0.353 2.125
Cl 2.582 2.488 -0.400
I 1.540 -1.785 -4.137
H 3.305 0.085 -1.987
H -1.438 -1.948 -2.228
H 2.577 1.076 2.190
H 3.056 -0.416 1.682
H 4.208 0.803 -0.079
H -3.313 1.012 -0.519
H -2.359 1.150 0.898
H -1.627 1.114 -0.709
H -2.039 -1.039 1.072
H -2.640 -1.425 -0.416

Results of the natural (NBO) charge analysis, in e, for atoms 1 through 6:
1 C -0.186
2 C -0.123
3 C -0.189
4 C 0.115
5 C -0.156
6 C 0.446